The following is a DFT calculation (the ωB97M-V functional and the def2-TZVPD basis) of a molecular structure, C45H49ClILaN10O3S2Si2 in a non-equilibrium geometry.

Atoms and positions in Å:
La: 0.78528 0.83028 0.15807
C: -0.48195 -5.12496 0.08039
Si: 0.93490 -4.67862 -1.09728
C: 1.47017 -6.24056 -1.98950
C: 2.33186 -4.16677 0.10627
C: 0.62159 -3.13563 -2.09190
C: 1.62911 -2.17068 -2.35492
C: 2.38193 -2.37695 -3.57978
C: 3.38267 -1.54101 -3.95108
C: 3.78045 -0.55493 -3.03294
C: 3.03439 -0.40377 -1.87136
N: 1.87752 -1.05114 -1.62721
Si: -0.87779 -3.41431 -3.15561
C: -1.24545 -5.18737 -3.77463
C: -2.46565 -3.11256 -2.18711
C: -1.05725 -2.34317 -4.71653
H: -0.62826 -4.33941 0.87654
H: -0.29123 -6.06125 0.59709
H: -1.43165 -5.22667 -0.46770
H: 2.51492 -6.42677 -1.82948
H: 1.36300 -6.15078 -3.07898
H: 0.96816 -7.08892 -1.63106
H: 2.61634 -4.93757 0.73640
H: 1.90286 -3.37391 0.68781
H: 3.22137 -3.74715 -0.33597
H: 2.02080 -3.16480 -4.23931
H: 3.92550 -1.62273 -4.89098
H: 4.57483 0.12289 -3.25346
H: 3.42049 0.28968 -1.12514
H: -1.41733 -5.81598 -2.90553
H: -0.33248 -5.68247 -4.22451
H: -2.05885 -5.16028 -4.43064
H: -2.55198 -3.85816 -1.36556
H: -3.33858 -3.30459 -2.83594
H: -2.46894 -2.11184 -1.75376
H: -0.70422 -2.90843 -5.61446
H: -0.57104 -1.39517 -4.57596
H: -2.10760 -2.15882 -4.88829
O: -1.22896 -0.54622 0.16993
N: -1.54146 -1.38684 1.10429
N: -0.77713 -1.14646 2.16406
O: 0.09531 -0.12421 2.18787
C: -0.94158 -1.96952 3.31746
C: -1.99195 -2.92277 3.48324
C: -2.07017 -3.63368 4.69380
C: -1.05523 -3.48937 5.64978
C: -0.06434 -2.49091 5.53767
C: 0.02773 -1.75189 4.34155
H: -2.74941 -2.99772 2.67350
H: -2.92173 -4.23758 4.95446
H: -1.19639 -3.98019 6.60659
H: 0.67941 -2.23471 6.29188
H: 0.74101 -0.92882 4.23573
Cl: 7.00355 2.54054 4.45722
C: 5.74183 1.77797 3.66399
C: 5.98063 0.62320 2.92726
C: 5.07726 0.07614 1.98413
I: 5.58641 -1.61152 0.85778
C: 3.78055 0.71127 1.80873
O: 2.93882 0.36053 0.88419
C: 3.40909 1.83822 2.70785
N: 2.23801 2.45017 2.49598
C: 1.95239 3.50255 3.23939
C: 2.78505 4.00604 4.27977
C: 4.03099 3.43241 4.44018
C: 4.41236 2.32956 3.66101
H: 7.00016 0.21165 2.96774
H: 1.02235 4.01905 3.05381
H: 2.41227 4.91059 4.81755
H: 4.66736 3.85241 5.20188
N: -1.25646 3.48911 -6.58531
C: -2.06328 3.52148 -5.46417
S: -3.41129 4.51055 -5.26293
C: -1.57286 2.64695 -4.39997
C: -0.24642 2.17161 -4.41763
C: 0.18953 1.43403 -3.31779
N: -0.60396 1.20160 -2.23846
C: -1.88412 1.58389 -2.25992
C: -2.40636 2.25094 -3.32596
H: -1.70226 4.01119 -7.32399
H: -1.00371 2.56822 -6.92938
H: 0.44405 2.37080 -5.22887
H: 1.20412 1.00898 -3.30393
H: -2.48941 1.33097 -1.37558
H: -3.46805 2.54248 -3.35534
N: 2.81994 3.73186 -0.63435
C: 1.47132 4.11317 -0.57144
C: 0.98241 5.14100 -1.41807
C: -0.34868 5.51729 -1.33446
C: -1.25968 4.76051 -0.50982
C: -0.72150 3.74205 0.24325
N: 0.59941 3.36332 0.07156
H: 3.46378 4.43842 -1.01010
H: 3.15661 3.48619 0.32609
H: 1.60917 5.57200 -2.18964
H: -0.68825 6.40762 -1.89330
H: -2.34590 4.97970 -0.57081
H: -1.31773 3.18477 1.00525
N: -1.06347 2.50818 4.59597
C: -2.29610 2.27481 4.11019
N: -2.53155 1.84006 2.88269
C: -3.84616 1.78282 2.59652
C: -4.42900 1.37920 1.35931
C: -5.82163 1.45777 1.23756
C: -6.64145 1.94835 2.25788
C: -6.03538 2.34500 3.45901
C: -4.68111 2.25448 3.66496
S: -3.72901 2.62119 5.06857
H: -0.30487 2.04704 4.11724
H: -1.00174 2.85355 5.55886
H: -3.87781 1.08943 0.48828
H: -6.33744 1.16251 0.32436
H: -7.68428 2.11059 2.10158
H: -6.64145 2.84964 4.22587

Computed properties:
LUMO energy = -1.471 eV
Relative energy (zero: lowest compared OMol25 entry of this formula, charge and spin) = 0.014 eV
Frontier orbital gap = 3.76 eV


The following is a DFT calculation (the ωB97M-V functional and the def2-TZVPD basis) of 6 unconnected molecules or ions with the total composition C37H37FN6O16S3 in a non-equilibrium geometry.

Atoms and positions in Å:
C: -0.62234 -3.59111 2.10598
C: -1.30839 -2.28958 1.77613
C: -1.32772 -1.92214 0.29808
O: -0.11568 -2.38772 -0.34270
C: 0.04561 -2.24097 -1.66702
O: 0.88853 -2.87726 -2.22820
C: -0.83057 -1.28107 -2.41261
S: -0.35324 0.48045 -2.29620
N: 0.87996 0.55489 -1.05249
S: 0.58021 1.46023 0.26627
O: -0.66080 2.11987 0.20304
O: 0.86926 0.71075 1.42767
F: 1.69096 2.49054 0.14966
O: -2.66788 -2.36172 2.24902
C: -3.38667 -1.21802 2.06524
O: -3.02210 -0.15189 2.45545
C: -4.64375 -1.43812 1.29248
S: -5.98172 -1.43430 2.51809
H: 0.07736 -3.89722 1.35457
H: -1.37437 -4.34468 2.25501
H: -0.12533 -3.48742 3.05049
H: -0.83169 -1.49263 2.30391
H: -1.41929 -0.85777 0.20584
H: -2.17633 -2.40575 -0.15536
H: -1.85904 -1.40030 -2.12877
H: -0.75585 -1.53358 -3.44886
H: 1.25346 -0.33402 -0.73641
H: -4.76016 -0.63712 0.58847
H: -4.60550 -2.39848 0.81818
H: -6.97184 -1.92339 1.77749
O: -2.71882 8.51200 -3.43823
N: -2.13902 7.53432 -3.86172
O: -1.97571 7.28367 -5.03657
C: -1.60590 6.57802 -2.87789
C: -1.80940 6.82106 -1.53449
C: -1.32825 5.90493 -0.61173
C: -0.65505 4.76985 -1.03928
C: -0.45286 4.55657 -2.39780
C: -0.92979 5.46269 -3.32868
H: -2.33700 7.70622 -1.21168
H: -1.48642 6.07541 0.44385
H: -0.30614 4.04112 -0.32524
H: 0.07494 3.67487 -2.73677
H: -0.78209 5.30294 -4.38525
O: 7.35709 -7.35469 -3.86268
N: 6.19175 -7.63291 -4.06764
O: 5.81255 -8.70113 -4.49387
C: 5.17433 -6.60922 -3.78268
C: 5.57523 -5.36776 -3.33103
C: 4.60853 -4.40840 -3.08295
C: 3.26470 -4.69616 -3.28397
C: 2.88792 -5.95604 -3.73304
C: 3.84447 -6.92366 -3.98645
H: 6.61684 -5.14605 -3.16962
H: 4.90710 -3.43144 -2.73079
H: 2.51150 -3.94381 -3.09009
H: 1.84307 -6.18519 -3.88729
H: 3.56182 -7.90397 -4.33617
O: -7.50086 -0.06520 6.37211
N: -6.30773 0.00242 6.16356
O: -5.59248 -0.94904 5.92576
C: -5.67858 1.32897 6.17933
C: -6.45891 2.43679 6.44339
C: -5.85833 3.67649 6.46676
C: -4.49461 3.79497 6.23366
C: -3.72965 2.66828 5.96110
C: -4.32512 1.41917 5.92947
H: -7.51754 2.33126 6.62019
H: -6.45144 4.55622 6.66497
H: -4.02793 4.77084 6.25590
H: -2.67020 2.76094 5.76970
H: -3.74549 0.53519 5.71629
O: -5.07422 3.30033 2.81737
N: -5.72470 4.32149 2.85610
O: -6.44743 4.63904 3.77256
C: -5.61878 5.24073 1.71539
C: -4.82021 4.88615 0.64864
C: -4.73648 5.74880 -0.42980
C: -5.44348 6.94525 -0.42280
C: -6.23351 7.28210 0.66509
C: -6.32672 6.42574 1.74615
H: -4.27471 3.95494 0.65773
H: -4.11926 5.48695 -1.27777
H: -5.37684 7.61501 -1.26939
H: -6.78090 8.21344 0.67109
H: -6.93948 6.67458 2.59820
O: 9.26531 -4.24614 0.39228
N: 8.99270 -4.73270 -0.68341
O: 7.88283 -5.10157 -1.00870
C: 10.08477 -4.88969 -1.65885
C: 11.36015 -4.50787 -1.28982
C: 12.39067 -4.67195 -2.19896
C: 12.13366 -5.20801 -3.45392
C: 10.84276 -5.57731 -3.80495
C: 9.80420 -5.41967 -2.90271
H: 11.54606 -4.09315 -0.31182
H: 13.39555 -4.38368 -1.92637
H: 12.94247 -5.33943 -4.15931
H: 10.64119 -5.99361 -4.78124
H: 8.80279 -5.71079 -3.17566

Computed properties:
LUMO energy = -0.608 eV
Frontier orbital gap = 8.84 eV
SMILES = C[C@@H](COC(=O)CSNS(=O)(=O)F)OC(=O)CS.O=[N+]([O-])c1ccccc1.O=[N+]([O-])c1ccccc1.O=[N+]([O-])c1ccccc1.O=[N+]([O-])c1ccccc1.O=[N+]([O-])c1ccccc1


The following is a DFT calculation (the ωB97M-V functional and the def2-TZVPD basis) of 2 unconnected molecules or ions with the total composition C7H12 in a non-equilibrium geometry.

Atoms and positions in Å:
C: 3.15932 -0.53708 -0.18702
C: 2.42053 0.62839 0.42320
C: 1.17116 0.97051 -0.10605
C: 0.10762 0.06721 -1.02888
C: -1.26768 0.15808 -1.27428
C: -2.53493 -0.07144 -0.44112
C: -2.53236 0.95240 0.81524
H: 2.74533 -0.83684 -1.21142
H: 4.23085 -0.42452 -0.25264
H: 3.15533 -1.50790 0.44180
H: 0.92016 -1.45611 1.53681
H: 0.49136 -1.48716 0.92217
H: 0.49655 1.87515 -0.09757
H: 0.74146 -0.68318 -1.54252
H: -3.50455 0.08403 -1.01958
H: -2.44557 -1.12159 -0.06789
H: -1.47089 0.96094 1.12307
H: -3.13351 0.51891 1.64258
H: -2.75016 1.91019 0.32410

Computed properties:
LUMO energy = -1.512 eV
Relative energy (zero: lowest compared OMol25 entry of this formula, charge and spin) = 9.352 eV
Frontier orbital gap = 5.88 eV


The following is a DFT calculation (the ωB97M-V functional and the def2-TZVPD basis) of a single C19H27ClN6O2 molecule.

Atoms and positions in Å:
C: -2.26189 -0.52474 -2.64412
C: -2.71116 -0.76340 -1.23981
C: -3.52188 -1.80354 -0.74952
C: -3.60134 -1.57531 0.60407
N: -2.89090 -0.46168 0.86125
C: -2.62976 0.11825 2.17396
C: -2.90216 1.61662 2.18741
C: -1.20476 -0.16661 2.67680
O: -1.00185 -0.41199 3.85294
N: -0.25419 -0.05584 1.73178
C: 1.16586 -0.21829 1.96410
C: 1.87443 0.99473 1.34565
N: 1.39293 1.27244 0.00503
C: 0.45900 2.22002 -0.23188
O: -0.03410 2.93255 0.61939
C: 0.06067 2.31404 -1.69500
N: 0.76208 1.55866 -2.54281
C: 0.47946 1.60084 -3.83702
C: 1.24879 0.70820 -4.75889
N: -0.47126 2.37074 -4.37557
C: -1.17526 3.11437 -3.54253
C: -0.96221 3.12331 -2.16628
Cl: -1.99026 4.11115 -1.20545
C: 1.67004 -1.56100 1.41251
C: 2.81941 -2.20946 2.18735
C: 4.10456 -1.38659 2.17692
C: 3.08780 -3.60398 1.62677
N: -2.33702 0.04727 -0.25637
H: -1.25040 -0.90521 -2.80053
H: -2.92262 -1.02250 -3.35236
H: -2.26066 0.54118 -2.86690
H: -3.98598 -2.59841 -1.30738
H: -4.11062 -2.10560 1.39156
H: -3.28992 -0.39999 2.86802
H: -2.73062 2.00417 3.19108
H: -2.24055 2.13841 1.49706
H: -3.93600 1.81217 1.90219
H: -0.56365 0.13182 0.78658
H: 1.30652 -0.19416 3.04686
H: 1.67604 1.87843 1.95037
H: 2.94973 0.82950 1.30856
H: 1.76281 0.80008 -0.80537
H: 0.65970 -0.18433 -4.97941
H: 1.43955 1.21833 -5.70062
H: 2.18532 0.40033 -4.30067
H: -1.95608 3.73821 -3.96348
H: 0.82776 -2.25642 1.41526
H: 1.96395 -1.44289 0.36020
H: 2.49244 -2.31755 3.22778
H: 4.42329 -1.18480 1.14959
H: 3.99730 -0.43225 2.69402
H: 4.91021 -1.93176 2.67144
H: 3.40244 -3.54200 0.58124
H: 3.88062 -4.10664 2.18300
H: 2.19440 -4.22887 1.67119

Computed properties:
LUMO energy = -0.160 eV
Relative energy (zero: lowest compared OMol25 entry of this formula, charge and spin) = 0.233 eV
Frontier orbital gap = 8.86 eV
SMILES = Cc1ccn([C@H](C)C(=O)N[C@H](CNC(=O)c2nc(C)ncc2Cl)CC(C)C)n1